No. 1
DFT (the ωB97M-V functional and the def2-TZVPD basis) results for a structure of composition C2H5N5O at a distorted geometry.

E = -428.055507 Eh
HOMO-LUMO gap = 8.3 eV
Total charge = 0
Relative energy (zero: lowest compared OMol25 entry of this formula, charge and spin) = 105.2 kcal/mol

Positions of all 13 atoms, in Å:
C: 0.069 -0.617 -1.591
C: -0.037 0.818 -0.039
H: 1.246 -1.725 0.903
H: -0.620 -1.631 1.083
H: 0.503 -1.559 -2.054
H: -1.128 2.140 -1.312
H: 0.143 1.090 3.080
N: 0.288 -1.665 0.456
N: 0.395 -0.416 -0.363
N: -0.482 0.311 -2.238
N: -0.547 1.194 -1.255
N: -0.193 1.465 1.139
O: 0.362 0.595 2.189

No. 2
DFT (the ωB97M-V functional and the def2-TZVPD basis) results for a structure of composition C33H43MgN4O3P2Si2 at a distorted geometry.

E = -3190.215350 Eh
HOMO-LUMO gap = 6.9 eV
Total charge = -1
Relative energy (zero: lowest compared OMol25 entry of this formula, charge and spin) = 8.5 kcal/mol

Positions of all 88 atoms, in Å:
Mg: 0.044 0.036 -0.186
C: 2.864 0.235 -2.777
Si: 2.637 1.677 -1.566
C: 4.360 2.368 -1.164
C: 1.669 3.033 -2.469
N: 1.706 1.180 -0.212
P: 2.216 0.724 1.263
C: 1.163 -0.324 2.105
P: -0.251 0.526 2.492
N: -1.121 1.116 1.240
Si: -2.147 2.430 0.880
C: -1.224 3.970 0.261
C: -3.325 2.965 2.276
C: -3.255 1.905 -0.563
C: -0.081 1.700 3.898
C: 0.359 1.126 5.094
C: 0.595 1.905 6.212
C: 0.404 3.281 6.152
C: -0.016 3.861 4.967
C: -0.250 3.077 3.844
C: -1.347 -0.692 3.328
C: -2.563 -0.295 3.880
C: -3.423 -1.230 4.437
C: -3.074 -2.574 4.449
C: -1.864 -2.977 3.900
C: -1.007 -2.039 3.341
C: 3.766 -0.242 1.065
C: 3.580 -1.484 0.450
C: 4.655 -2.321 0.206
C: 5.937 -1.931 0.575
C: 6.131 -0.703 1.188
C: 5.052 0.140 1.427
C: 2.777 2.222 2.141
C: 3.354 2.110 3.406
C: 3.718 3.246 4.112
C: 3.494 4.505 3.568
C: 2.904 4.623 2.320
C: 2.539 3.486 1.613
H: 3.179 0.579 -3.766
H: 3.603 -0.480 -2.409
H: 1.911 -0.290 -2.881
H: 4.771 2.908 -2.021
H: 4.323 3.054 -0.314
H: 5.048 1.561 -0.910
H: 2.076 3.210 -3.468
H: 0.628 2.717 -2.573
H: 1.688 3.981 -1.925
H: -0.555 4.408 1.005
H: -0.615 3.689 -0.602
H: -1.929 4.745 -0.053
H: -2.809 3.099 3.229
H: -3.801 3.917 2.020
H: -4.117 2.226 2.416
H: -2.639 1.570 -1.400
H: -3.925 1.085 -0.292
H: -3.867 2.746 -0.902
H: 0.513 0.053 5.128
H: 0.932 1.446 7.134
H: 0.603 3.900 7.019
H: -0.163 4.933 4.912
H: -0.575 3.538 2.922
H: -2.832 0.755 3.862
H: -4.369 -0.912 4.861
H: -3.743 -3.302 4.894
H: -1.593 -4.026 3.903
H: -0.058 -2.327 2.900
H: 2.571 -1.780 0.184
H: 4.498 -3.281 -0.272
H: 6.782 -2.580 0.383
H: 7.129 -0.394 1.477
H: 5.218 1.104 1.891
H: 3.504 1.122 3.827
H: 4.171 3.152 5.091
H: 3.754 5.393 4.132
H: 2.727 5.604 1.893
H: 2.074 3.558 0.637
O: -2.042 -1.387 -2.760
C: -1.199 -0.497 -2.858
O: -0.643 0.183 -1.934
H: -0.913 -0.176 -3.887
N: -1.556 -3.616 -0.662
C: -1.165 -2.369 -0.234
N: -2.098 -1.620 0.385
O: 0.028 -2.023 -0.303
H: -2.505 -3.676 -0.991
H: -0.893 -4.017 -1.303
H: -3.074 -1.800 0.238
H: -1.822 -0.673 0.670

No. 3
DFT (the ωB97M-V functional and the def2-TZVPD basis) results for an isolated molecule of C5H10 at a distorted geometry.

E = -196.435350 Eh
HOMO-LUMO gap = 9.7 eV
Structure (SMILES) = CC=C(C)C
Total charge = 0
Relative energy (zero: lowest compared OMol25 entry of this formula, charge and spin) = 45.8 kcal/mol

Positions of all 15 atoms, in Å:
C: 1.043 1.795 -0.302
C: -0.049 0.968 -0.362
C: -0.252 -0.292 0.117
C: 0.735 -1.312 0.568
C: -1.555 -1.023 -0.107
H: 1.463 2.306 -1.128
H: 0.886 2.537 0.536
H: 2.055 1.268 -0.069
H: -0.960 1.472 -0.621
H: 0.512 -2.351 0.048
H: 1.888 -1.059 0.472
H: 0.428 -1.524 1.633
H: -1.876 -1.598 0.737
H: -2.361 -0.254 0.004
H: -1.571 -1.611 -1.096

No. 4
DFT (the ωB97M-V functional and the def2-TZVPD basis) results for a cluster of 6 separate species, C2H14O6 in total at a distorted geometry.

E = -536.012189 Eh
HOMO-LUMO gap = 10.8 eV
Structure (SMILES) = CC=O.O.O.O.O.O
Total charge = 0
Relative energy (zero: lowest compared OMol25 entry of this formula, charge and spin) = 8.5 kcal/mol

Positions of all 22 atoms, in Å:
C: -2.171 -1.675 0.559
C: -0.983 -2.585 0.582
O: 0.147 -2.231 0.372
H: -2.417 -1.253 -0.430
H: -1.956 -0.728 1.064
H: -3.015 -2.215 0.944
H: -1.190 -3.697 0.666
O: -0.475 0.607 2.457
H: 0.217 0.077 2.032
H: -0.543 1.485 2.033
O: 1.655 2.066 -1.725
H: 2.577 1.794 -1.592
H: 1.326 1.183 -1.502
O: 0.431 3.589 0.903
H: 0.473 3.248 0.010
H: 1.098 3.257 1.513
O: -0.385 -0.186 -2.876
H: -0.603 0.625 -3.357
H: -0.050 -0.841 -3.482
O: 2.141 -0.490 0.590
H: 1.467 -0.842 -0.009
H: 2.259 -1.188 1.250

no.,highest occupied orbital energy (eV)
1,-7.599
2,-4.293
3,-8.648
4,-10.392